[1]
ORCA calculation (ωB97M-V/def2-TZVPD) on a molecular structure, C47H39ClF3N3O8Si2.

Last column: Löwdin charge in e.
Geometry (Å):
N1 6.904 -3.885 0.677  0.007
C1 6.140 -3.266 -0.474  -0.634
N2 5.937 -1.781 -0.106  0.011
N3 7.002 -3.249 -1.734  0.031
C2 4.639 -3.877 -0.722  -0.228
Si1 4.420 -5.730 -0.251  0.244
Cl1 4.359 -7.007 -2.006  0.191
O1 2.986 -5.846 0.758  -0.447
Si2 1.501 -5.863 -0.182  0.564
C3 0.409 -4.282 -0.008  -0.228
C4 0.809 -3.062 -1.053  -0.244
O2 1.737 -3.607 -2.089  -0.135
C5 1.369 -1.707 -0.312  -0.184
F1 1.972 -1.931 1.024  0.016
F2 0.215 -0.749 -0.135  -0.016
F3 2.377 -1.008 -1.159  0.002
H1 6.316 -3.913 1.562  0.092
H2 7.664 -3.177 0.906  0.088
H3 5.206 -1.462 -0.808  0.066
H4 6.822 -1.243 -0.232  0.072
H5 6.365 -3.194 -2.566  0.075
H6 7.623 -4.088 -1.762  0.076
H7 3.863 -3.258 -0.081  0.086
H8 4.345 -3.729 -1.851  0.085
H9 5.574 -6.208 0.540  -0.017
H10 0.686 -6.979 0.364  -0.026
H11 1.676 -6.170 -1.602  -0.045
H12 0.324 -3.898 1.105  0.101
H13 -0.698 -4.614 -0.307  0.104
H14 -0.159 -2.724 -1.664  0.172
H15 1.910 -2.928 -2.805  0.125
C6 6.327 5.934 -5.759  -0.060
C7 7.188 5.069 -5.084  -0.060
C8 6.680 4.173 -4.141  0.005
C9 5.307 4.151 -3.864  -0.086
C10 4.450 5.033 -4.521  -0.086
C11 4.960 5.919 -5.479  0.005
C12 3.009 5.053 -4.200  -0.280
O3 2.254 5.825 -4.779  0.095
C13 2.491 4.135 -3.165  -0.087
C14 1.136 4.183 -2.810  0.013
C15 0.636 3.310 -1.842  -0.045
C16 1.481 2.382 -1.235  -0.051
C17 2.832 2.336 -1.583  0.006
C18 3.340 3.221 -2.543  -0.086
C19 4.777 3.188 -2.878  -0.279
O4 5.522 2.376 -2.342  0.092
H16 6.721 6.626 -6.500  0.107
H17 8.255 5.090 -5.293  0.107
H18 7.357 3.497 -3.622  0.121
H19 4.294 6.601 -6.006  0.121
H20 0.469 4.902 -3.282  0.123
H21 -0.415 3.352 -1.564  0.094
H22 1.090 1.697 -0.486  0.096
H23 3.487 1.612 -1.101  0.115
C20 -3.803 9.853 0.860  -0.057
C21 -2.507 9.370 0.685  -0.056
C22 -2.300 8.027 0.365  0.007
C23 -3.392 7.162 0.232  -0.086
C24 -4.687 7.640 0.431  -0.085
C25 -4.894 8.991 0.735  0.007
C26 -5.843 6.725 0.343  -0.278
O5 -6.981 7.144 0.515  0.098
C27 -5.608 5.296 0.053  -0.085
C28 -6.690 4.407 0.023  0.008
C29 -6.478 3.057 -0.264  -0.057
C30 -5.190 2.594 -0.530  -0.057
C31 -4.109 3.476 -0.496  0.007
C32 -4.318 4.829 -0.194  -0.084
C33 -3.164 5.747 -0.125  -0.274
O6 -2.031 5.340 -0.354  0.088
H24 -3.965 10.902 1.101  0.108
H25 -1.656 10.039 0.795  0.108
H26 -1.285 7.658 0.224  0.122
H27 -5.902 9.375 0.879  0.122
H28 -7.699 4.761 0.226  0.122
H29 -7.319 2.367 -0.282  0.108
H30 -5.025 1.543 -0.761  0.108
H31 -3.106 3.107 -0.700  0.113
C34 -2.774 -2.313 5.383  -0.056
C35 -3.754 -2.624 6.324  -0.056
C36 -4.464 -3.822 6.224  0.007
C37 -4.200 -4.707 5.172  -0.086
C38 -3.237 -4.384 4.216  -0.084
C39 -2.514 -3.189 4.329  0.007
C40 -2.985 -5.287 3.074  -0.273
O7 -2.137 -5.006 2.237  0.080
C41 -3.776 -6.527 2.952  -0.085
C42 -3.589 -7.363 1.843  0.007
C43 -4.323 -8.545 1.726  -0.056
C44 -5.238 -8.899 2.717  -0.056
C45 -5.431 -8.066 3.820  0.008
C46 -4.706 -6.872 3.932  -0.085
C47 -4.943 -5.980 5.084  -0.278
O8 -5.750 -6.288 5.953  0.098
H32 -2.214 -1.383 5.466  0.109
H33 -3.966 -1.934 7.139  0.109
H34 -5.224 -4.060 6.966  0.122
H35 -1.751 -2.937 3.594  0.119
H36 -2.874 -7.096 1.066  0.118
H37 -4.180 -9.190 0.862  0.108
H38 -5.805 -9.824 2.630  0.109
H39 -6.151 -8.346 4.587  0.122

Cartesian forces, eV/Å:
N -0.131 1.161 -0.030
C -0.016 1.851 0.299
N -1.283 -1.034 -1.397
N -0.834 -1.272 0.924
C -0.098 0.933 -0.356
Si -0.849 0.282 0.703
Cl 0.020 0.933 1.239
O 0.147 0.107 -3.493
Si 0.162 0.107 1.577
C -1.133 1.418 -0.137
C -0.919 -0.144 -0.994
O -0.759 1.844 1.015
C 0.348 1.487 0.539
F -1.893 0.983 -4.375
F 3.805 -2.854 -0.319
F -3.068 -1.987 2.812
H 0.687 0.232 -1.732
H -1.202 -1.233 -0.408
H 1.453 0.117 1.163
H -1.028 -0.764 -0.312
H 1.108 -0.339 1.098
H -1.019 0.769 -0.209
H 1.635 -1.236 -1.184
H 0.604 -0.190 2.211
H -0.384 -0.110 -0.132
H 0.101 0.216 0.133
H 0.241 0.106 -0.020
H 0.245 -0.699 -2.334
H 2.398 0.632 0.663
H 2.076 -0.404 1.705
H -0.476 -0.896 1.392
C -0.328 -0.080 0.148
C -0.245 -0.201 0.222
C 0.154 0.207 -0.227
C 0.486 0.286 -0.329
C 0.515 0.232 -0.341
C 0.318 0.002 -0.048
C -0.934 0.883 -0.645
O 0.451 -0.425 0.308
C -0.517 -0.178 0.360
C -0.124 -0.206 0.210
C 0.204 0.151 -0.260
C 0.321 0.070 -0.153
C -0.272 0.031 0.076
C -0.451 -0.258 0.350
C 0.839 -1.004 0.706
O -0.417 0.477 -0.340
H -0.093 -0.123 0.137
H -0.199 -0.024 0.046
H -0.319 0.088 -0.051
H 0.023 -0.228 0.238
H 0.299 -0.131 0.024
H 0.204 0.080 -0.042
H 0.099 0.118 -0.155
H -0.030 0.248 -0.201
C -0.200 -0.305 -0.049
C -0.065 -0.367 -0.089
C -0.011 0.321 0.073
C 0.218 0.562 0.141
C 0.224 0.583 0.102
C 0.246 0.177 0.036
C -1.362 0.555 0.212
O 0.680 -0.268 -0.104
C -0.235 -0.646 -0.070
C 0.043 -0.336 -0.069
C 0.056 0.404 0.061
C 0.218 0.306 0.034
C -0.272 -0.189 0.007
C -0.219 -0.605 -0.106
C 1.350 -0.448 -0.257
O -0.640 0.197 0.107
H 0.010 -0.205 -0.046
H -0.150 -0.143 -0.036
H -0.322 -0.067 -0.019
H 0.186 -0.268 -0.054
H 0.325 0.087 -0.046
H 0.149 0.153 0.004
H -0.012 0.204 0.043
H -0.194 0.253 0.094
C -0.008 -0.273 -0.230
C -0.114 -0.347 -0.129
C 0.152 0.285 0.046
C 0.115 0.560 0.273
C 0.145 0.532 0.291
C -0.080 0.190 0.234
C 0.922 0.316 -0.878
O -0.396 -0.124 0.371
C -0.154 -0.534 -0.362
C -0.182 -0.292 -0.034
C 0.161 0.349 0.128
C 0.033 0.292 0.237
C 0.043 -0.171 -0.256
C -0.147 -0.563 -0.315
C -1.029 -0.379 1.109
O 0.520 0.198 -0.573
H -0.094 -0.185 -0.034
H 0.035 -0.148 -0.144
H 0.174 -0.108 -0.266
H -0.231 -0.199 0.093
H -0.121 0.064 0.302
H -0.006 0.137 0.164
H 0.102 0.183 0.034
H 0.218 0.235 -0.107

Summary:
**Orbital gap**: 7.735 eV
**HOMO level**: -8.967 eV
**Lowest unoccupied orbital energy**: -0.0453 Ha

=====

[2]
ORCA calculation (ωB97M-V/def2-TZVPD) on 2 unconnected molecules or ions with the total composition CH4O2S.

Last column: natural (NBO) charge in e.
Geometry (Å):
C1 0.900 -0.081 -0.527  -0.824
O1 -1.600 1.252 -0.080  -0.844
O2 -1.424 -1.258 -0.083  -0.850
S1 -0.817 0.043 0.208  1.805
H1 0.939 0.082 -1.682  0.255
H2 1.616 0.535 -0.172  0.230
H3 1.281 -1.062 -0.493  0.250
H4 -0.895 0.491 2.828  -0.022

Cartesian forces, eV/Å:
C -2.113 -0.475 -4.104
O 1.538 -1.008 -0.149
O 0.634 0.854 0.174
S -0.823 -0.274 -0.031
H -0.897 0.124 1.889
H 1.749 2.436 1.792
H -0.198 -1.534 0.817
H 0.110 -0.124 -0.388

Summary:
**Orbital gap (alpha / beta)**: 9.167 / 8.907 eV
**ΔE to the lowest compared entry with this formula, charge and spin**: 479.4 kJ/mol
**HOMO level (alpha / beta)**: -11.086 / -9.645 eV
**Lowest unoccupied orbital energy (alpha / beta)**: -0.0705 / -0.0271 Ha

=====

[3]
ORCA calculation (ωB97M-V/def2-TZVPD) on 9 unconnected molecules or ions with the total composition C6H28NO8.

Last column: natural (NBO) charge in e.
Geometry (Å):
C1 2.793 1.766 0.482  -0.627
C2 1.278 1.729 0.759  -0.404
C3 0.592 0.508 0.118  -0.476
C4 0.586 0.545 -1.393  0.138
C5 1.610 0.522 -2.204  -0.382
C6 -1.684 1.376 -1.789  0.135
N1 -0.827 0.463 -1.906  -0.415
H1 3.046 2.443 -0.343  0.206
H2 3.307 1.964 1.431  0.238
H3 3.113 0.759 0.281  0.217
H4 1.105 1.658 1.827  0.220
H5 0.783 2.630 0.383  0.211
H6 1.264 -0.440 0.349  0.248
H7 -0.383 0.217 0.527  0.230
H8 1.618 0.661 -3.284  0.231
H9 2.637 0.565 -1.830  0.250
H10 -2.666 1.355 -2.284  0.230
H11 -1.558 2.343 -1.254  0.238
H12 -1.057 -0.412 -2.386  0.471
H13 1.742 -1.454 1.949  0.482
H14 3.186 -1.533 2.505  0.485
O1 2.480 -0.920 2.265  -0.960
H15 -2.365 2.403 2.032  0.491
H16 -1.533 1.800 3.147  0.496
O2 -2.136 1.556 2.434  -0.948
H17 -3.517 -1.531 -1.195  0.490
H18 -2.734 -1.084 0.068  0.521
O3 -2.660 -1.151 -0.945  -1.041
H19 -0.126 4.862 -1.201  0.485
H20 0.168 5.051 0.361  0.493
O4 -0.405 4.666 -0.305  -0.970
H21 -2.037 0.018 1.771  0.502
H22 -1.635 -1.519 1.863  0.511
O5 -2.367 -0.917 1.638  -0.987
H23 -0.442 -3.852 1.356  0.485
H24 0.128 -2.822 0.390  0.503
O6 -0.221 -2.916 1.297  -0.994
H25 -0.819 -3.706 -1.631  0.491
H26 -1.332 -2.374 -0.973  0.507
O7 -0.581 -2.792 -1.437  -1.007
H27 2.645 -3.561 -0.995  0.485
H28 1.666 -2.358 -1.043  0.479
O8 2.181 -2.917 -0.447  -0.958

Cartesian forces, eV/Å:
C -0.476 -0.013 0.663
C -0.319 -0.263 -0.354
C 2.037 -2.360 0.235
C -1.889 -0.403 1.151
C 1.272 0.768 -1.113
C -1.403 1.660 -0.181
N 1.806 0.314 -0.719
H 0.199 -0.147 0.451
H 0.069 0.617 -0.493
H 0.286 -0.395 -0.398
H -0.035 0.050 0.186
H 0.059 -0.007 0.204
H -1.217 1.932 -0.241
H 0.173 0.543 -0.244
H -0.678 -0.369 0.095
H -0.572 -0.222 0.307
H 0.474 -0.802 0.287
H 0.819 -0.912 -0.144
H -0.176 0.193 0.127
H 0.208 -0.388 0.226
H -0.270 -0.008 -0.111
O 0.036 0.199 0.059
H -0.088 -0.108 -0.021
H -0.035 -0.169 0.065
O 0.263 0.773 0.036
H 0.294 0.040 -0.104
H 0.439 0.088 -0.456
O -1.141 -0.279 0.766
H 0.483 0.472 0.211
H 0.303 0.282 -0.421
O -0.847 -0.770 0.127
H -0.686 -1.142 0.262
H -0.099 -0.038 -0.175
O 0.562 0.683 -0.081
H 0.078 0.049 0.189
H -0.024 -0.249 0.333
O -0.018 0.233 0.002
H -0.052 0.155 0.028
H -0.248 -0.212 -0.418
O 0.300 0.191 -0.199
H -0.100 0.158 -0.021
H 0.132 -0.314 -0.200
O 0.078 0.173 0.086

Summary:
**Net charge**: +1
**Orbital gap**: 9.338 eV
**ΔE to the lowest compared entry with this formula, charge and spin**: 85.2 kJ/mol
**HOMO level**: -13.384 eV
**Lowest unoccupied orbital energy**: -0.1487 Ha

=====

no.,maximum force (Eh/bohr)
1,0.0947
2,0.0902
3,0.0608